This record from the OMol25 dataset describes 2 unconnected molecules or ions with the total composition C2H10N4. The level of theory is wB97M-V/def2-TZVPD.

Summary:
Energy above the lowest of the compared OMol25 structures with the same formula, charge and spin = 2.4437 eV
SMILES string = [H]/N=C/N.NCN

Last column: natural (NBO) charge in e.
Geometry (Å):
1 N 1.98113 -0.27584 -2.53458  -0.830
2 C 3.39387 -0.06714 -2.32894  -0.069
3 N 3.96801 1.25411 -2.65821  -0.840
4 H 1.68914 0.17725 -3.44455  0.348
5 H 1.46426 0.28414 -1.85836  0.341
6 H 3.76097 -0.11013 -1.24871  0.187
7 H 3.83539 -0.75229 -3.03181  0.175
8 H 3.91599 1.39183 -3.69376  0.346
9 H 3.32345 1.89820 -2.15457  0.341
10 N -4.63421 -0.09469 3.83627  -0.809
11 C -3.56104 -0.77307 3.31291  0.372
12 N -3.48708 -1.24847 2.13015  -0.860
13 H -5.33332 0.33181 3.25201  0.410
14 H -4.74023 -0.25639 4.88035  0.394
15 H -2.68821 -0.94419 4.05387  0.113
16 H -2.88813 -0.81513 1.48793  0.380

---

This record from the OMol25 dataset describes a molecular structure, C51H52Cl3GeMnN6O2SSi. The level of theory is wB97M-V/def2-TZVPD.

Summary:
Energy above the lowest of the compared OMol25 structures with the same formula, charge and spin = 0.0000 eV
Net charge = +2

Last column: Löwdin charge in e.
Geometry (Å):
1 Mn -0.34178 0.39909 -0.71254  0.527
2 Cl 2.30813 -2.21173 4.54963  0.389
3 Si 1.82405 -1.48363 2.72418  -0.887
4 Cl 2.84672 -2.50726 1.30437  0.398
5 Cl 2.30423 0.47063 2.53644  0.423
6 C -1.96241 3.73139 -3.78258  -0.022
7 C -1.41743 4.16284 -2.58468  -0.016
8 C -0.92195 3.22603 -1.69758  -0.112
9 N -0.94567 1.91208 -1.94837  0.003
10 C -1.47715 1.50032 -3.10897  -0.080
11 C -1.98774 2.37135 -4.04949  -0.019
12 H -2.36123 4.44061 -4.49521  0.123
13 H -1.37232 5.21099 -2.32574  0.123
14 H -0.47986 3.53927 -0.76104  0.094
15 H -1.49870 0.43049 -3.27826  0.111
16 H -2.40382 1.98209 -4.96748  0.120
17 C -2.57046 -3.97933 4.63708  -0.003
18 N -1.66672 -2.87233 4.30637  -0.151
19 C -1.96955 -1.61632 5.00224  -0.039
20 C -0.74997 -2.97804 3.35888  -0.627
21 S -0.30981 -1.49426 2.51167  0.815
22 N -0.23473 -4.15721 3.00371  -0.182
23 C 0.06664 -4.51357 1.61488  -0.046
24 C 0.04378 -5.20924 3.98319  -0.021
25 H -3.56739 -3.55790 4.75318  0.108
26 H -2.28690 -4.46617 5.56923  0.106
27 H -2.58130 -4.70307 3.82805  0.098
28 H -2.14159 -1.84801 6.05236  0.113
29 H -2.86899 -1.16624 4.58339  0.105
30 H -1.14002 -0.91962 4.92328  0.047
31 H -0.09726 -3.66503 0.95527  0.051
32 H -0.59500 -5.33034 1.31915  0.110
33 H 1.09786 -4.85059 1.53227  0.079
34 H -0.06263 -4.82199 4.99075  0.095
35 H 1.07853 -5.52146 3.84105  0.106
36 H -0.60711 -6.07292 3.84484  0.106
37 N 5.96188 -0.39713 -4.00448  0.172
38 C 7.02029 0.10719 -4.73033  -0.184
39 C 8.10908 -0.50168 -5.34889  -0.014
40 C 8.98722 0.33668 -6.00038  -0.072
41 C 8.79674 1.73112 -6.03854  -0.074
42 C 7.71945 2.32678 -5.42458  -0.004
43 C 6.81517 1.49396 -4.75867  -0.218
44 N 5.66621 1.81553 -4.06790  0.188
45 C 5.19321 0.67755 -3.63796  -0.288
46 C 3.96350 0.58421 -2.85930  -0.104
47 C 3.42621 -0.61198 -2.39397  0.022
48 C 2.24010 -0.59665 -1.68802  -0.115
49 N 1.56118 0.52893 -1.42070  0.003
50 C 2.09686 1.68806 -1.85029  -0.089
51 C 3.27270 1.76002 -2.55458  0.032
52 H 5.80726 -1.36305 -3.78050  0.154
53 H 8.26423 -1.57201 -5.32206  0.112
54 H 9.84947 -0.08640 -6.49815  0.109
55 H 9.51873 2.34171 -6.56336  0.108
56 H 7.56732 3.39701 -5.44715  0.116
57 H 3.90877 -1.56446 -2.56443  0.117
58 H 1.80179 -1.51038 -1.31572  0.082
59 H 1.55883 2.59012 -1.60012  0.097
60 H 3.66843 2.71153 -2.87860  0.124
61 C -3.85649 -6.25989 -3.41272  -0.036
62 C -3.21572 -5.04970 -2.79799  -0.245
63 C -2.23677 -4.33735 -3.47372  0.008
64 C -1.62074 -3.22203 -2.91360  -0.188
65 C -0.57562 -2.48344 -3.70740  -0.016
66 C -2.02275 -2.82007 -1.64271  -0.069
67 C -3.00995 -3.51483 -0.93200  -0.196
68 C -3.41370 -3.07515 0.45174  -0.013
69 C -3.58560 -4.62598 -1.52188  0.007
70 C -1.42099 -1.62144 -1.00954  -0.544
71 O -0.23654 -1.60554 -0.54276  -0.096
72 O -2.06769 -0.52997 -0.91983  -0.009
73 H -3.73065 -6.26901 -4.49398  0.083
74 H -4.92278 -6.29510 -3.19130  0.086
75 H -3.40949 -7.17466 -3.01838  0.092
76 H -1.94277 -4.65395 -4.46850  0.129
77 H 0.20496 -3.16586 -4.04589  0.095
78 H -0.08527 -1.69537 -3.13372  0.050
79 H -1.01436 -2.03283 -4.59974  0.095
80 H -3.75838 -2.04025 0.45644  0.087
81 H -2.56679 -3.14387 1.14493  0.056
82 H -4.21496 -3.70386 0.83691  0.087
83 H -4.34875 -5.17621 -0.98224  0.125
84 C -0.29471 1.19637 0.59005  -0.198
85 Ge -0.92779 2.49556 1.97829  0.960
86 C -2.60299 3.02614 1.14226  -0.306
87 C -3.53815 2.05559 0.78429  -0.120
88 C -4.72712 2.41386 0.16771  -0.064
89 C -4.99529 3.75155 -0.09630  -0.065
90 C -4.07146 4.72536 0.25369  -0.070
91 C -2.87953 4.36259 0.86658  -0.104
92 C -1.29452 1.85517 3.78530  -0.283
93 C -0.27385 1.66873 4.71989  -0.132
94 C -0.56701 1.41550 6.05207  -0.079
95 C -1.89056 1.36701 6.47538  -0.079
96 C -2.91362 1.56998 5.56104  -0.079
97 C -2.61695 1.80712 4.22374  -0.101
98 C 0.41159 3.89372 2.00590  -0.297
99 C 1.59933 3.79747 1.28436  -0.138
100 C 2.53308 4.82430 1.31591  -0.067
101 C 2.28100 5.96155 2.07027  -0.062
102 C 1.10403 6.06534 2.79949  -0.062
103 C 0.17666 5.03471 2.77368  -0.104
104 H -3.33124 1.00418 0.95950  0.096
105 H -5.44427 1.65212 -0.10980  0.110
106 H -5.92530 4.03318 -0.57268  0.111
107 H -4.27883 5.76802 0.04992  0.111
108 H -2.16458 5.13538 1.13046  0.099
109 H 0.76317 1.76725 4.42491  0.067
110 H 0.23714 1.29274 6.76648  0.115
111 H -2.11952 1.19418 7.51931  0.115
112 H -3.94543 1.56629 5.88902  0.115
113 H -3.43013 1.99458 3.53133  0.097
114 H 1.80868 2.90730 0.69830  0.060
115 H 3.45738 4.73611 0.75937  0.110
116 H 3.00489 6.76525 2.09626  0.113
117 H 0.91229 6.94951 3.39305  0.114
118 H -0.72968 5.12506 3.36398  0.111

---

This record from the OMol25 dataset describes 16 unconnected molecules or ions with the total composition C50H139N7O27. The level of theory is wB97M-V/def2-TZVPD.

Summary:
<S²> = 0.75
Multiplicity = 2
Net charge = +1

Last column: Löwdin spin population.
Geometry (Å):
1 C 5.62395 -11.69179 3.70193  0.000
2 O 5.21847 -10.31065 3.58292  0.000
3 C 4.84772 -9.76091 4.79570  0.000
4 C 5.05512 -8.26031 4.85912  0.000
5 N 4.51120 -7.60819 3.67367  0.000
6 C 4.80608 -6.15423 3.99589  0.000
7 C 4.25268 -5.43944 2.67220  0.000
8 O 5.06391 -5.73674 1.55471  0.000
9 C 4.36217 -5.57474 0.34944  0.000
10 H 5.65654 -12.14925 2.71311  0.000
11 H 4.84744 -12.24000 4.23541  0.000
12 H 6.56504 -11.89571 4.21267  0.000
13 H 5.50494 -10.13261 5.58183  0.000
14 H 3.81695 -10.02375 5.03343  0.000
15 H 6.10978 -7.99620 4.93686  0.000
16 H 4.50575 -7.85288 5.70783  0.000
17 H 4.96917 -7.83232 2.80181  0.000
18 H 5.84242 -5.81800 4.02844  0.000
19 H 4.32017 -5.73637 4.87758  0.000
20 H 4.38820 -4.38719 2.92219  0.000
21 H 3.22297 -5.79687 2.66481  0.000
22 H 3.33918 -5.94421 0.42084  0.000
23 H 4.79405 -6.25454 -0.38504  0.000
24 H 4.45547 -4.57582 -0.07663  0.000
25 C 4.21797 6.39548 -1.92501  0.000
26 O 4.93290 6.79222 -0.83258  0.000
27 C 4.77204 6.06856 0.39408  0.000
28 C 5.51768 6.78018 1.51053  0.000
29 N 6.94801 6.76128 1.21605  0.000
30 C 7.74055 7.62129 2.11961  0.000
31 C 9.17023 7.74125 1.57911  0.000
32 O 9.06809 8.32474 0.31964  0.000
33 C 10.31164 8.48719 -0.37340  0.000
34 H 4.55781 5.40162 -2.21631  0.000
35 H 4.34849 7.24732 -2.59242  0.000
36 H 3.13881 6.30801 -1.79906  0.000
37 H 5.09458 5.02744 0.38295  0.000
38 H 3.70236 6.18499 0.56821  0.000
39 H 5.32901 6.29551 2.46844  0.000
40 H 5.15797 7.80811 1.55598  0.000
41 H 7.04325 7.08849 0.26528  0.000
42 H 7.77825 7.19967 3.12405  0.000
43 H 7.26068 8.59379 2.22940  0.000
44 H 9.72493 6.80335 1.60685  0.000
45 H 9.74353 8.44135 2.18680  0.000
46 H 10.60166 7.52110 -0.78651  0.000
47 H 11.13263 8.97138 0.15541  0.000
48 H 10.21913 9.07624 -1.28585  0.000
49 C -5.32447 3.52211 -2.10043  0.000
50 O -5.13499 2.23560 -2.63718  0.000
51 C -3.85019 1.69964 -2.38364  0.000
52 C -3.86345 0.23102 -2.87705  0.000
53 N -4.88448 -0.56945 -2.14906  0.000
54 C -5.03987 -1.93793 -2.68909  0.000
55 C -6.15490 -2.60720 -1.86464  0.000
56 O -7.47777 -2.03850 -2.21753  0.000
57 C -8.54117 -2.71824 -1.54461  0.000
58 H -6.38949 3.75346 -2.08281  0.000
59 H -4.84966 4.33831 -2.64492  0.000
60 H -5.05819 3.47895 -1.04434  0.000
61 H -3.53347 1.77513 -1.34341  0.000
62 H -3.18423 2.26808 -3.03286  0.000
63 H -2.86736 -0.20997 -2.91520  0.000
64 H -4.18958 0.36627 -3.90829  0.000
65 H -5.68858 0.04117 -2.12333  0.000
66 H -4.15613 -2.56801 -2.58858  0.000
67 H -5.15456 -1.81755 -3.76633  0.000
68 H -5.92383 -2.61318 -0.79943  0.000
69 H -6.07303 -3.65841 -2.14099  0.000
70 H -8.24853 -3.22173 -0.62323  0.000
71 H -8.88156 -3.64412 -2.00827  0.000
72 H -9.45222 -2.14887 -1.36051  0.000
73 C 2.64760 -0.43134 -2.63492  0.000
74 O 1.35195 -0.85808 -2.74790  0.000
75 C 0.91455 -1.32472 -4.01182  0.000
76 C -0.38848 -2.11309 -3.95121  0.000
77 N -0.22479 -3.47842 -3.56857  0.000
78 C -1.48201 -4.18011 -3.21171  0.000
79 C -2.40869 -4.49588 -4.35202  0.000
80 O -3.67657 -4.73508 -3.78013  0.000
81 C -4.69636 -4.78171 -4.73768  0.000
82 H 3.43678 -1.12593 -2.92273  0.000
83 H 2.84708 -0.31362 -1.56981  0.000
84 H 2.85698 0.52136 -3.12136  0.000
85 H 1.70017 -1.89751 -4.50459  0.000
86 H 0.67041 -0.42606 -4.57830  0.000
87 H -0.94783 -2.06155 -4.88532  0.000
88 H -1.05513 -1.66295 -3.21565  0.000
89 H 0.28928 -3.45215 -2.69958  0.000
90 H -1.93939 -3.51949 -2.47516  0.000
91 H -1.20729 -5.08291 -2.66619  0.000
92 H -2.23081 -5.31290 -5.05126  0.000
93 H -2.47022 -3.61132 -4.98595  0.000
94 H -4.97086 -3.86683 -5.26280  0.000
95 H -5.53984 -5.09589 -4.12292  0.000
96 H -4.65554 -5.58628 -5.47192  0.000
97 C 1.94139 -3.17350 -0.42822  0.000
98 O 0.62969 -3.25967 -0.86887  0.000
99 C -0.41723 -2.94037 0.06110  0.000
100 C -0.30373 -1.55759 0.58197  0.000
101 N -0.55482 -0.53429 -0.44661  0.000
102 C -0.58239 0.74875 0.18324  0.001
103 C -0.56955 1.92518 -0.85472  0.000
104 O 0.73563 2.37334 -1.13083  0.001
105 C 0.82236 3.10841 -2.30464  0.000
106 H 2.21142 -2.12335 -0.31705  0.000
107 H 2.52696 -3.51600 -1.28139  0.000
108 H 2.10740 -3.74890 0.48253  0.000
109 H -0.23348 -3.69023 0.83054  0.000
110 H -1.41626 -3.07881 -0.35228  0.000
111 H 0.71018 -1.48202 0.97489  0.000
112 H -0.96037 -1.42992 1.44257  0.000
113 H 0.15961 -0.55279 -1.16029  0.000
114 H 0.25579 0.78574 0.87907  0.001
115 H -1.41639 0.89960 0.86864  0.000
116 H -1.14701 2.67295 -0.31114  0.000
117 H -1.11241 1.58301 -1.73581  0.000
118 H 1.29664 2.52505 -3.09385  0.000
119 H 1.50824 3.94794 -2.19125  0.000
120 H -0.11508 3.57166 -2.61237  0.000
121 C 4.83538 -1.18769 1.45255  0.000
122 O 3.76576 -0.32186 1.74747  0.002
123 C 4.16528 0.86036 2.41554  0.005
124 C 2.82120 1.60245 2.74202  0.080
125 N 1.85688 0.79370 3.53271  0.712
126 C 0.66245 1.61669 3.80092  0.073
127 C -0.44490 0.80124 4.54516  0.006
128 O -0.89077 -0.15790 3.65886  0.003
129 C -2.33686 -0.43415 3.76759  0.000
130 H 5.21421 -1.53986 2.41202  0.000
131 H 5.60535 -0.54603 1.02416  0.000
132 H 4.57495 -2.05274 0.84266  0.000
133 H 4.84969 1.57084 1.95197  -0.001
134 H 4.66531 0.70171 3.37099  0.001
135 H 2.31008 1.83591 1.80802  0.041
136 H 3.06153 2.58629 3.14500  0.007
137 H 1.60421 -0.12784 3.20558  0.022
138 H 0.21769 1.91807 2.85252  0.036
139 H 0.97274 2.47395 4.39835  0.009
140 H -1.23935 1.33437 5.06739  0.000
141 H 0.00892 0.19769 5.33121  0.000
142 H -2.90461 0.46401 4.01063  0.000
143 H -2.53591 -1.26485 4.44465  0.000
144 H -2.56581 -0.70567 2.73708  0.000
145 C -1.17913 5.94410 -0.45514  0.000
146 O -2.12295 6.76124 0.30715  0.000
147 C -2.20131 8.08149 -0.19888  0.000
148 C -2.98858 8.12682 -1.50663  0.000
149 N -4.21399 7.32195 -1.48426  0.000
150 C -5.22189 8.19461 -0.85483  0.000
151 C -6.50251 7.40635 -0.43134  0.000
152 O -6.00761 6.37690 0.42456  0.000
153 C -7.05599 5.65299 1.04633  0.000
154 H -0.15043 6.30448 -0.45495  0.000
155 H -1.45810 5.63409 -1.46219  0.000
156 H -1.11557 5.04246 0.15405  0.000
157 H -1.23483 8.58503 -0.22034  0.000
158 H -2.69030 8.62514 0.60947  0.000
159 H -2.29713 8.05729 -2.34637  0.000
160 H -3.22140 9.18813 -1.59330  0.000
161 H -4.16061 6.54990 -0.83527  0.000
162 H -5.46093 8.93325 -1.61993  0.000
163 H -4.95350 8.70352 0.07096  0.000
164 H -6.84024 6.89896 -1.33500  0.000
165 H -7.37384 7.91728 -0.02166  0.000
166 H -6.76644 4.85938 1.73513  0.000
167 H -7.65434 5.25306 0.22771  0.000
168 H -7.63021 6.38954 1.60835  0.000
169 C -3.65074 3.90139 2.94445  0.000
170 C -3.73923 3.68237 1.43651  0.000
171 O -3.99047 2.32845 1.07520  0.000
172 O -4.66776 3.14485 3.57500  0.000
173 H -3.79369 4.96279 3.14716  0.000
174 H -2.71619 3.51895 3.35490  0.000
175 H -2.78615 3.89774 0.95345  0.000
176 H -4.41500 4.33710 0.88626  0.000
177 H -4.64700 2.08919 1.73347  0.000
178 H -4.34793 2.81096 4.41633  0.000
179 C -5.18262 -3.64438 2.01323  0.000
180 C -6.14209 -2.43855 2.43453  0.000
181 O -6.08204 -1.34294 1.47712  0.000
182 O -3.81126 -3.19807 1.99451  0.000
183 H -5.36647 -4.02704 1.00930  0.000
184 H -5.17242 -4.40123 2.79756  0.000
185 H -5.78530 -2.08368 3.40142  0.000
186 H -7.18126 -2.76745 2.44136  0.000
187 H -5.25042 -1.28033 1.00163  0.000
188 H -3.73904 -2.64543 1.21286  0.000
189 C -1.02206 -5.70538 2.57595  0.000
190 C -0.99048 -4.36455 3.39015  0.000
191 O 0.33942 -4.31344 3.75416  0.000
192 O -0.82334 -6.95904 3.20763  0.000
193 H -0.23957 -5.71264 1.81717  0.000
194 H -1.95837 -5.86266 2.04051  0.000
195 H -1.60617 -4.47250 4.28310  0.000
196 H -1.36267 -3.50980 2.82536  0.000
197 H 0.82051 -3.79711 3.10336  0.000
198 H 0.01119 -6.96596 3.68210  0.000
199 C 3.22425 -7.08618 -3.21344  0.000
200 C 2.05610 -6.10732 -2.94518  0.000
201 O 2.29692 -4.84483 -3.62528  0.000
202 O 3.11729 -7.49209 -4.57374  0.000
203 H 3.38837 -7.84976 -2.45310  0.000
204 H 4.13848 -6.50739 -3.08198  0.000
205 H 2.08372 -5.99936 -1.86089  0.000
206 H 1.05131 -6.50344 -3.09211  0.000
207 H 1.47478 -4.39180 -3.82644  0.000
208 H 3.97015 -7.83951 -4.84489  0.000
209 O 2.12477 -2.52475 2.65221  -0.001
210 H 2.61843 -2.78668 3.42934  0.000
211 H 2.53673 -1.70806 2.37019  0.000
212 O 2.28759 4.07750 -4.95251  0.000
213 H 1.75073 4.75091 -4.53474  0.000
214 H 3.11089 4.52033 -5.15820  0.000
215 O -0.15671 2.75207 -5.90174  0.000
216 H 0.63926 3.21236 -5.63568  0.000
217 H 0.12201 2.18796 -6.62308  0.000
218 O -1.29614 5.30956 -4.28545  0.000
219 H -1.48316 4.42148 -4.58972  0.000
220 H -2.15094 5.73958 -4.26018  0.000
221 O -3.36492 -1.39628 -0.05450  0.000
222 H -2.55282 -1.03411 -0.40882  0.000
223 H -4.02654 -1.19425 -0.71607  0.000

---

This record from the OMol25 dataset describes a molecular structure, C3HO3Yb. The level of theory is wB97M-V/def2-TZVPD.

Summary:
Energy above the lowest of the compared OMol25 structures with the same formula, charge and spin = 1.8960 eV
<S²> = 0.76
Multiplicity = 2
Net charge = +2

Last column: Löwdin spin population.
Geometry (Å):
1 C -1.55803 0.38595 0.29001  0.286
2 C -0.47117 -0.10446 0.08303  0.295
3 O -2.66949 1.00961 0.47782  0.140
4 H -2.94753 1.51928 -0.29771  0.006
5 O 0.86494 -1.43323 0.13444  0.201
6 C 1.03019 -0.32273 -0.53815  0.037
7 O 2.04549 0.34583 -0.17324  0.021
8 Yb 3.70560 -1.40025 0.02381  0.014

---

DFT total energy? In order: -301.138346, -7749.533305, -4402.372765, -1498.438999 a.u..
Molar mass? In order: 90.13, 1075.08, 1270.68, 258.08 g mol⁻¹.
Max |F|? In order: 0.0633, 0.0200, 0.0887, 0.1731 hartree/bohr.